ORCA calculation (the ωB97M-V functional and the def2-TZVPD basis) on a 2-piece molecular cluster, C17H31Br2NO4P overall at a distorted geometry.

Summary:
HOMO level   -12.93 eV
Net charge   +1
Orbital gap   9.59 eV

Cartesian coordinates (Å):
C 4.415 0.002 3.535
C 3.232 0.110 2.456
Br 3.607 1.383 0.956
C 2.023 -0.611 2.528
Br 1.686 -1.821 4.085
P 0.647 -0.517 1.213
C -0.080 1.212 1.164
C -0.615 1.692 -0.267
C 0.499 2.325 -1.229
C 0.320 1.983 -2.780
O 1.594 2.352 -3.431
C 2.515 1.277 -3.368
O 2.620 0.361 -4.191
C 1.359 -0.942 -0.507
C 2.003 -2.411 -0.355
C 1.440 -3.315 -1.572
C 3.608 -2.430 -0.316
O -0.426 -1.760 1.587
C -1.821 -1.350 1.622
C -2.490 -1.353 0.146
C -3.766 -0.387 0.147
O -2.990 -2.718 -0.074
H 4.355 -0.931 4.174
H 5.376 -0.107 2.906
H 4.539 0.969 4.121
H -0.906 1.413 1.925
H 0.775 1.933 1.447
H -1.178 0.904 -0.863
H -1.377 2.530 -0.059
H 1.522 1.943 -0.914
H 0.539 3.468 -1.111
H 0.167 0.880 -3.012
H -0.462 2.659 -3.273
H 3.267 1.271 -2.493
H 0.455 -1.002 -1.218
H 2.076 -0.151 -0.891
H 1.643 -2.941 0.603
H 0.485 -3.855 -1.268
H 1.247 -2.690 -2.506
H 2.231 -4.114 -1.767
H 3.979 -2.864 -1.298
H 3.945 -3.099 0.537
H 4.011 -1.375 -0.123
H -2.035 -0.400 2.204
H -2.381 -2.188 2.181
H -1.738 -1.163 -0.685
H -3.609 0.614 -0.364
H -4.038 -0.212 1.252
H -4.651 -0.983 -0.278
H -3.018 -2.797 -1.055
C -5.995 3.447 -0.303
C -5.324 2.722 0.822
N -4.798 2.153 1.704
H -5.256 3.733 -1.053
H -6.742 2.802 -0.767
H -6.485 4.345 0.075